Here is a molecular structure, C37H37F3N2O2OsSSb from the Open Molecules 2025 dataset. Energies are from the ωB97M-V functional and the def2-TZVPD basis.

The geometry in XYZ format:
```
84
C37H37F3N2O2OsSSb (the ωB97M-V functional and the def2-TZVPD basis)
Os -0.91 0.12 1.24
N -1.02 0.37 3.42
C -0.26 -0.64 4.13
C 0.58 -0.29 5.17
C 1.27 -1.28 5.86
C 1.10 -2.61 5.51
C 0.24 -2.96 4.49
C -0.45 -1.98 3.77
C -1.36 -2.37 2.68
C -2.18 -3.47 2.87
C -2.93 -4.00 1.82
C -2.85 -3.47 0.53
C -2.04 -2.39 0.31
C -1.37 -1.72 1.39
H -0.61 1.28 3.64
H -1.97 0.41 3.80
H 0.68 0.75 5.46
H 1.93 -1.01 6.67
H 1.64 -3.38 6.04
H 0.12 -4.00 4.21
H -2.22 -3.95 3.84
H -3.56 -4.86 2.01
H -3.41 -3.91 -0.28
H -1.97 -2.00 -0.70
F 2.03 -5.44 -3.29
C 1.51 -4.29 -2.87
C 1.06 -3.38 -3.82
C 0.52 -2.18 -3.38
C 0.44 -1.91 -2.01
C 0.91 -2.84 -1.09
C 1.45 -4.04 -1.51
Sb -0.25 -0.03 -1.38
C -1.86 0.36 -2.69
C -2.50 -0.67 -3.39
C -3.62 -0.42 -4.16
C -4.09 0.88 -4.24
F -5.17 1.13 -4.97
C -3.49 1.93 -3.56
C -2.38 1.66 -2.79
C 1.28 1.19 -2.18
C 2.48 0.60 -2.59
C 3.40 1.30 -3.34
C 3.12 2.62 -3.68
F 4.00 3.30 -4.40
C 1.96 3.25 -3.27
C 1.04 2.53 -2.51
H 1.13 -3.62 -4.87
H 0.19 -1.46 -4.11
H 0.87 -2.64 -0.02
H 1.83 -4.78 -0.82
H -2.12 -1.68 -3.34
H -4.11 -1.20 -4.72
H -3.89 2.93 -3.66
H -1.91 2.48 -2.25
H 2.69 -0.44 -2.36
H 4.33 0.85 -3.68
H 1.77 4.27 -3.57
H 0.13 3.02 -2.21
O 1.00 0.66 1.54
C 1.31 1.89 1.30
O 0.50 2.73 0.94
C 2.75 2.24 1.65
N 2.93 3.72 1.43
C 4.21 3.92 0.63
C 4.26 2.66 -0.20
C 3.83 1.56 0.77
H 2.90 2.02 2.71
H 2.94 4.25 2.30
H 2.10 4.05 0.90
H 5.02 3.98 1.35
H 4.13 4.86 0.08
H 5.26 2.49 -0.61
H 3.56 2.73 -1.04
H 4.66 1.25 1.40
H 3.43 0.68 0.28
C -4.08 0.37 -0.21
S -2.86 1.23 0.80
C -3.87 1.46 2.29
H -4.45 -0.49 0.35
H -3.62 0.08 -1.15
H -4.87 1.10 -0.39
H -4.75 2.02 1.97
H -3.31 2.07 3.00
H -4.18 0.51 2.71
```

Computed properties:
Net charge: +3
Maximum force: 0.015 hartree/bohr
Highest occupied orbital energy (alpha / beta): -16.2 / -16.2 eV
Kohn-Sham gap (alpha / beta): 5.57 / 5.57 eV
Spin multiplicity: 1

***

Here is a molecular structure, C3H2NOS2 in a non-equilibrium geometry from the Open Molecules 2025 dataset. Energies are from the ωB97M-V functional and the def2-TZVPD basis.

The geometry in XYZ format:
```
9
C3H2NOS2 (the ωB97M-V functional and the def2-TZVPD basis)
C 0.08 1.79 0.02
C -0.48 -0.39 0.14
C 0.80 -0.79 0.38
N -0.86 0.91 0.12
O 1.60 -1.65 0.70
S -1.61 -1.67 -0.05
S 1.75 1.39 0.06
H -0.13 2.84 -0.08
H -1.15 -2.42 -1.29
```

Computed properties:
Net charge: -1
Energy above the lowest of the compared OMol25 structures with the same formula, charge and spin: 216.9 kJ/mol
Maximum force: 0.058 hartree/bohr
Highest occupied orbital energy: -3.2 eV
Kohn-Sham gap: 6.62 eV
Spin multiplicity: 1

***

- What is the formula in the second record?
  C3H2NOS2

***

- net charge of number 1 (C37H37F3N2O2OsSSb)?
  +3